52
Properties=species:S:1:pos:R:3 method="wB97M-V/def2-TZVPD" homo_energy_ev=-12.70 total_energy_ha=-1299.64850 lumo_ev=-2.6 total_charge=+1 multiplicity=1 orbital_gap_ha=0.37053
O 0.68825 -1.57454 -0.24439
H 1.93998 3.96067 0.11145
H 1.35140 5.29405 0.75973
O 1.67072 4.45385 0.83346
H -3.63347 -2.24658 -1.10164
H -4.77242 0.00487 0.32091
O 2.26347 0.93739 0.75819
H 2.05286 0.34422 1.37284
H 3.19833 0.75563 0.36935
O 1.06985 -3.51990 1.80383
H 0.28725 -3.29375 2.23037
H -1.60677 2.89763 0.21014
O -2.01678 2.37684 -0.73132
H -3.33706 -3.93301 0.94622
O -0.53990 0.68202 2.87724
H 0.06029 0.07734 3.01068
H 0.34859 -3.71425 -3.02166
O 0.48811 2.47460 -3.11357
H 5.10283 0.49867 -1.22631
H -1.31737 -1.67199 2.75855
O -0.53997 2.88637 1.09564
H 0.48752 -2.24905 -0.91888
H 2.17892 3.04252 2.86562
O -3.62028 -1.39143 -1.48062
H -3.28537 -0.37800 -0.05238
H -4.51761 -1.25438 -1.90322
O 0.05783 -3.73825 -2.19540
H 0.30548 2.84310 -3.94290
H -0.17286 -4.62730 -2.12629
O 0.97343 -1.01567 -4.29736
H 0.95978 1.12234 -1.56149
H -2.00769 3.00585 -1.56509
O -1.66669 -2.46744 2.41537
H 1.77807 -1.55081 -4.06077
H -1.90281 -2.45426 1.48087
O 0.21729 1.12549 -0.96748
H 1.02609 -2.11154 0.29351
H 0.29807 0.25352 -0.27685
O 1.94246 2.16564 3.01604
H -0.01955 1.60400 -3.17643
H -0.62542 1.14167 3.69670
O -2.47328 -4.04733 0.83880
H -0.91726 1.90916 -0.86693
H 0.40472 2.81424 0.68550
O -3.82757 0.05263 0.61796
H 2.67665 1.68394 2.96042
H 1.58862 -3.81278 2.50290
O 4.30635 0.94107 -0.71992
H 4.58156 1.84762 -1.10511
H -0.26327 2.89613 2.00873
H 1.03461 -0.27225 -3.67338
H -2.27597 -4.76861 1.48835

52
Properties=species:S:1:pos:R:3 method="wB97M-V/def2-TZVPD" homo_energy_ev=-13.61 total_energy_ha=-1299.75858 lumo_ev=-2.9 total_charge=+1 multiplicity=1 orbital_gap_ha=0.39365
O 2.47118 -2.58818 -3.08211
H 0.89513 -1.39392 1.21408
H 1.46373 -2.61334 -3.12785
O 0.87673 -1.53323 2.18819
H -2.91559 -1.18916 2.17521
H 4.73008 1.08315 1.95996
O 3.05156 1.26233 -1.98385
H 3.55630 1.60262 -1.19855
H -2.74707 0.47314 -2.57367
O -2.48385 -2.10522 3.74031
H -2.15525 -2.95124 4.10590
H 0.82100 0.03956 -4.72860
O -1.85645 0.76157 -2.78685
H -1.25195 2.90322 -2.50241
O -1.46753 1.30988 2.63131
H -0.76790 0.77953 3.02969
H -0.49699 -2.39072 -0.66028
O -1.24920 1.11281 -0.13753
H -3.58106 0.25081 1.30206
H -3.69863 -2.32995 -1.08075
O -1.26664 3.38132 -1.66191
H 2.67735 -3.32818 -2.44993
H -1.58910 4.10107 -2.19172
O -2.81313 -0.48771 1.46841
H 4.41268 0.21949 0.71802
H -1.97716 -0.29605 0.99943
O 0.41821 -2.18209 -0.80276
H -2.72181 1.53071 0.60100
H 0.25632 -1.63736 -1.60886
O 1.41129 1.74516 3.35639
H 1.34923 0.73112 1.58831
H 3.30606 -3.48690 1.36912
O -3.96097 -1.60006 -1.60992
H 2.01366 1.06111 3.57894
H -4.82815 -1.60475 -1.99202
O 1.43295 1.04677 0.65263
H 2.35999 1.26666 0.64065
H -1.40892 1.08536 -1.14531
O 3.98978 -3.16973 0.81316
H -0.26948 1.41920 -0.13611
H -1.02802 2.16910 2.64527
O 0.63644 0.96808 -4.96413
H 3.81883 1.36952 -2.61362
H 0.72420 -2.51372 2.11135
O 4.12856 1.02336 1.17993
H 3.78088 -2.34904 0.44306
H -1.85396 -1.40376 3.95255
O -3.68401 1.67851 0.82697
H -3.64895 2.49143 1.39499
H -1.72090 0.30514 -3.61615
H 1.44378 2.51245 2.82231
H 1.41674 1.47008 -4.85428

53
Properties=species:S:1:pos:R:3 method="wB97M-V/def2-TZVPD" homo_energy_ev=-7.28 total_energy_ha=-1375.36789 lumo_ev=2.3 total_charge=-1 multiplicity=1 orbital_gap_ha=0.35098
O 3.40652 -2.60494 -1.50884
H 2.54999 -1.13957 1.59250
H 0.31420 -2.06402 -1.13829
O 4.50768 0.86991 3.77841
H -0.55834 -0.18273 2.42352
O -5.49043 0.13102 -0.38877
H -0.03335 2.98204 -0.29677
H -5.10583 0.18049 -1.26446
O -3.43019 -2.98430 0.01047
H 2.79496 2.67180 1.09173
H -2.72541 -3.06005 0.68901
O 5.34397 1.39812 0.46804
H 5.71512 0.64800 -0.00003
H 3.00341 -3.40837 -1.83520
O -0.76236 -3.37500 0.88895
H 3.83732 -1.29463 2.60265
H 0.11992 -2.77240 1.01581
O 3.38737 -0.73800 1.96086
H -4.40648 -1.07316 2.79330
H -4.87856 0.38659 0.30377
O 1.36733 -2.05690 0.89188
H -3.03838 2.46779 -1.80091
H -4.84935 -2.43586 2.18879
O 0.93114 0.41397 0.03422
H 0.63657 0.38182 -0.87656
H 1.32915 -0.39752 0.37069
O -2.29561 0.56166 -3.80936
H -1.86770 1.30610 -4.23879
H 4.51163 0.43079 2.90641
O -4.57920 -1.99542 2.99964
H -2.53405 2.26483 0.37989
H 1.84637 -2.87896 1.07098
O -0.65636 3.71952 -0.33261
H -0.18821 4.55092 -0.42067
H -2.81413 -3.08632 -0.72891
O -0.95913 0.69494 2.46609
H 5.14692 1.58713 3.67356
H -0.77655 -3.28821 -0.06801
O 0.71448 -1.97892 -2.01488
H 4.39301 1.22840 0.40901
H 3.39211 -2.67072 -0.55901
O 2.06025 3.27662 1.01510
H -3.21004 0.58238 -4.10995
H 1.23459 2.89508 1.32006
O 0.25404 0.91866 -3.58083
H 1.64347 -2.17032 -1.77009
H 0.47424 0.10948 -3.09027
O -2.94871 1.39189 0.38198
H -0.27730 1.29247 2.17073
H -2.25955 0.72929 0.36231
O -2.82266 3.36758 -2.06912
H -1.90077 3.58395 -1.87705
H 0.45286 0.63310 -4.48097

53
Properties=species:S:1:pos:R:3 method="wB97M-V/def2-TZVPD" homo_energy_ev="-10.60 / -10.60" total_energy_ha=-1375.12047 s_squared=0.755 lumo_ev="-1.3 / -5.5" multiplicity=2 orbital_gap_ha="0.34197 / 0.18905"
O -2.32984 3.78505 -1.50340
H -1.02678 -2.38744 -2.19931
H -0.40080 -0.66203 -3.90521
O -0.75375 -2.56613 1.17374
H 0.79837 -0.96872 0.09118
O -0.36497 3.28079 0.32018
H -0.63967 1.57109 -2.11227
H -0.13730 3.50623 -0.58392
O 5.63852 -0.47742 -1.72616
H 1.72772 -3.16856 1.35627
H 5.43503 0.38877 -1.35342
O -4.30039 4.53025 1.41407
H -3.44851 4.94702 1.62506
H -2.25520 4.31645 -2.29798
O 2.15969 -2.92002 4.12706
H 0.17981 -2.59001 -3.09446
H 2.58186 -2.45978 3.38120
O -0.78152 -2.59334 -3.14524
H -1.61358 -1.45562 2.98765
H -0.30274 2.31017 0.30874
O -3.82391 1.31554 1.15249
H -1.64315 2.28198 3.52847
H -2.33252 -1.61093 1.86015
O 2.43831 1.45599 0.57740
H 1.94284 1.54135 -0.24397
H -3.34528 0.49216 1.02391
O 3.49734 -1.33431 -0.55699
H 2.96758 -0.72890 -1.10314
H 1.36427 -4.06458 -1.68949
O -2.22365 -0.85584 2.48221
H 2.87588 -3.62050 -1.51379
H -4.36571 1.10441 1.91740
O 0.28182 1.78914 -1.85509
H 0.78357 0.97306 -2.05988
H 4.99595 -1.02857 -1.18167
O 2.27858 -4.34442 -1.72024
H 1.12510 -1.98548 1.96013
H 1.36052 -3.43022 4.04271
O 0.40424 -0.32290 -3.50015
H -3.96894 3.91910 0.74588
H -2.27976 4.18423 -0.63805
O 1.96061 -2.21772 1.53832
H -0.91184 -3.36859 0.65188
H 2.97744 -1.36354 0.26190
O -2.17519 0.92105 -2.32114
H 0.16902 -0.63651 -2.57720
H -2.21770 0.64624 -1.38956
O -0.00849 -0.73520 -0.41483
H 1.77533 1.31401 1.25755
H -0.54472 -1.96415 0.36740
O -1.47272 1.42936 3.92802
H -1.82490 0.70874 3.39645
H -2.65754 1.75438 -2.36743

55
Properties=species:S:1:pos:R:3 method="wB97M-V/def2-TZVPD" homo_energy_ev=-9.77 total_energy_ha=-1355.87174 lumo_ev=-0.3 multiplicity=1 orbital_gap_ha=0.34825
N -3.00405 -0.96534 2.91108
H -3.02641 -1.30465 3.72050
H -2.27194 -1.04812 2.24419
H -3.00916 -0.01385 3.36997
H 2.21456 -0.37860 3.22170
H 1.92029 1.02129 3.86592
O 1.97366 0.00380 4.03533
H 2.43047 -3.84001 -1.22134
H 1.40710 -3.94223 -2.23465
O 1.52940 -3.64298 -1.29317
H 3.11900 0.23610 0.97750
H 4.40629 -0.09643 1.59446
O 3.51713 -0.30742 1.66389
H -0.73455 2.53954 1.32359
H -1.10061 1.25878 2.05133
O -0.48910 2.02246 2.11385
H -3.75773 1.36109 0.23885
H -3.24858 2.52165 1.09612
O -3.58900 1.63480 1.10188
H -1.82337 2.10555 -0.63347
H -1.27611 0.79799 -0.96176
O -2.10290 1.21209 -0.97973
H -4.46706 -0.79052 1.36567
H -4.28886 -1.05268 -0.16679
O -4.85611 -0.71908 0.50041
H -1.40035 4.14705 0.44915
H -0.31027 4.10480 -0.66021
O -1.02881 3.51528 -0.21544
H 2.50656 0.57701 -0.87991
H 3.01146 1.21229 -2.22264
O 3.20156 0.75179 -1.40396
H 1.43459 -1.55114 -4.29954
H 2.03312 -1.25300 -2.89266
O 1.30767 -1.63611 -3.37640
H -1.09954 -1.91755 0.48360
H 0.09005 -2.56356 1.14710
O -0.58158 -1.87152 1.31150
H -1.78757 0.34826 -3.87824
H -1.07281 -0.42679 -2.72001
O -1.15724 -0.33083 -3.59859
H 0.18713 -0.41453 0.75067
H 0.89778 0.96423 0.89245
O 0.78586 0.20909 0.42599
H -0.24370 -2.08471 -1.45405
H -1.51726 -2.41358 -2.03417
O -1.05796 -2.52520 -1.19923
H 1.03744 0.55167 -1.35916
H 0.63726 0.27175 -2.86706
O 0.77530 0.98102 -2.19459
H 3.05283 -1.51152 -0.01393
H 1.88925 -2.22724 -0.66267
O 2.44142 -1.42696 -0.72034
H 2.08935 3.31736 1.07965
H 2.16591 2.03738 1.49674
O 2.24022 2.55205 0.71063

55
Properties=species:S:1:pos:R:3 method="wB97M-V/def2-TZVPD" homo_energy_ev="-2.04 / -10.44" total_energy_ha=-1376.21759 s_squared=0.751 lumo_ev="0.1 / 0.0" multiplicity=2 orbital_gap_ha="0.08005 / 0.38458"
O -2.14606 -2.57702 2.22241
H 3.81981 -3.64934 2.75885
H -1.47254 -3.29685 1.99951
O 1.54619 2.38180 -1.78379
H 0.96424 4.50372 1.05200
O 3.51336 1.33945 0.27975
H 3.20336 1.42342 1.24939
H -2.24958 -2.36275 -4.74978
O -4.30349 1.29623 0.29866
H 1.69525 3.24510 -1.33460
H -3.78765 1.21479 -0.49367
O -3.31466 -0.76264 0.27118
H -2.37686 -0.42567 0.17472
H -3.36319 -1.65435 0.77402
O 0.18323 4.03208 1.41335
H 0.09861 4.04870 2.44131
H -0.77713 -2.14909 -4.55556
O -2.84958 3.82086 -0.79160
H 0.14484 3.59944 -1.77641
H 0.44698 -0.73233 -2.31461
O 3.83487 2.54035 -3.10698
H 4.46746 2.08653 -2.46585
H 4.19512 2.31784 -3.94198
O 1.47738 -2.30949 0.97049
H 2.18624 -2.46077 0.37211
H 3.68559 -3.35954 -1.05549
O -1.66506 -1.70228 -4.38979
H -1.91697 3.87659 -0.86816
H -3.82485 1.95635 0.85869
O 0.06186 -1.07378 5.66396
H 0.15788 -2.04696 5.93266
H 0.68362 -0.68696 6.27745
O -3.41601 -0.45788 4.09854
H -2.67103 -0.42931 4.67239
H -4.24770 -0.59364 4.47529
O 3.32457 -3.50252 3.59713
H 1.50002 -1.51419 1.48038
H 2.53052 -2.93258 3.46360
O -0.70126 -0.24572 0.25239
H -0.85454 0.40190 -0.45692
H -0.18823 -0.96944 0.06101
O 2.30864 -2.54060 -3.58685
H 2.40248 -1.89113 -4.21098
H 2.16833 -3.43186 -3.73858
O 2.75815 -3.45227 -1.34648
H -2.59282 -3.06811 2.94403
H -3.92508 0.20057 0.83797
O -0.42695 -0.71930 -1.98514
H 3.05619 1.99272 -0.31178
H -0.89849 -1.45523 -2.41416
O -0.55363 4.18522 -2.00215
H 2.28482 2.24401 -2.44365
H -0.68103 4.10284 -2.97668
H -3.36107 3.70549 -1.63391
H 2.21904 -3.74210 -0.66492

55
Properties=species:S:1:pos:R:3 method="wB97M-V/def2-TZVPD" homo_energy_ev=-13.57 total_energy_ha=-1376.00961 lumo_ev=-3.6 total_charge=+1 multiplicity=1 orbital_gap_ha=0.36483
O -0.82504 -2.13155 -3.32674
H 5.84698 0.63056 2.12755
H -1.71477 -2.36335 -3.12657
O 0.91356 1.19429 1.32051
H -1.84189 -5.77298 -1.23537
O -3.67615 -1.83956 0.33185
H -4.46538 -1.88663 -0.19843
H 1.62797 3.01417 -1.02599
O 1.04272 0.33174 4.12388
H 1.23766 0.58475 0.74371
H 0.99509 -0.28262 3.44403
O 0.59594 -1.46805 -0.07890
H 0.31817 -1.49152 -1.01730
H -0.03418 -2.24314 0.02051
O -0.93866 -5.61428 -1.04698
H -0.96678 -4.65408 -0.55388
H 0.54205 2.10616 -0.63970
O -1.08173 3.52010 2.34026
H -2.03565 -1.28133 -1.11366
H -0.63872 3.92827 -3.47200
O 1.78342 -2.55864 -2.58175
H 1.30136 -1.74816 -2.49161
H 1.94539 -2.62963 -3.52424
O 2.79394 -3.83970 0.89396
H 1.92736 -4.12014 1.20355
H 0.23308 3.81391 -0.58181
O 0.83333 3.01280 -0.35635
H -1.10193 3.64456 3.29252
H 0.55465 -0.08652 5.00556
O -1.08033 1.79843 0.22331
H -2.11650 1.90210 0.23395
H -1.07072 0.77690 0.25433
O 3.73459 2.81248 -1.51139
H 4.64713 2.77125 -1.53561
H 3.27101 1.94672 -1.41001
O 6.01309 1.52795 1.84932
H 2.86390 -3.20860 1.64559
H 5.45511 1.86986 1.28208
O -2.39347 0.32028 2.99488
H -2.68009 -0.14869 3.75158
H -2.73686 1.34407 3.16309
O -3.21318 -4.63931 1.49220
H -2.51438 -4.31049 1.99385
H -2.70013 -4.78238 0.72168
O -1.81259 4.45150 -1.77630
H -0.60433 -1.59254 -2.53727
H -1.45213 5.39148 -1.80524
O -2.39484 -0.57059 -1.68118
H -3.89876 -1.58907 1.20379
H -2.84017 0.12795 -1.16326
O 0.27924 3.57448 -3.37915
H 0.95060 1.08605 2.23167
H 0.44140 2.90581 -4.03313
H -0.69236 2.73050 1.94867
H -2.64378 4.55780 -1.45396

55
Properties=species:S:1:pos:R:3 method="wB97M-V/def2-TZVPD" homo_energy_ev=-12.49 total_energy_ha=-1376.23747 lumo_ev=-2.6 total_charge=+1 multiplicity=1 orbital_gap_ha=0.36441
O -3.68313 -2.39838 -1.09323
H 1.51001 -3.37281 -2.83953
H -3.60018 -2.17483 -0.15825
O 0.93788 -0.02140 -0.98061
H -1.41030 1.49324 -1.47995
O 2.42471 1.29445 -2.77108
H 1.52256 1.45874 -3.07503
H 1.35320 -4.71316 1.77254
O 3.59008 2.86865 2.64837
H 0.83508 -0.38097 -1.89347
H 2.90501 3.29197 3.18545
O -0.47696 -0.22642 3.83428
H -0.58961 -1.11387 4.18510
H -0.46742 -0.40641 2.88677
O -0.65148 1.51687 -2.08948
H -0.80439 0.74674 -2.64389
H 0.17097 0.72855 -0.93894
O 3.97538 -2.30741 1.25031
H -3.15049 1.85084 0.34316
H -3.28782 1.02139 -3.48016
O 3.29470 -2.38684 -1.45131
H 3.21774 -1.45128 -1.62885
H 3.76299 -2.53396 -0.60796
O -1.18231 3.51487 3.87755
H -1.29310 2.56446 4.02909
H 1.35514 -3.75697 3.11229
O 1.14317 -3.87752 2.18890
H 3.12977 -2.61532 1.58478
H 4.36994 3.25673 3.05932
O -3.04857 -0.83202 3.58627
H -3.48964 -1.49178 3.04208
H -3.70758 -0.62510 4.25893
O -3.16159 3.65070 0.22040
H -3.02665 4.20348 -0.55936
H -2.85043 4.27077 0.89433
O 0.91479 -3.25103 -3.57932
H -1.76927 3.86987 4.55530
H 1.46417 -3.62118 -4.27591
O 0.12463 -0.48485 -3.63982
H -0.50646 -1.17465 -3.38918
H 0.42950 -0.77888 -4.50532
O 2.34036 2.30667 0.26204
H 3.02700 1.72401 0.59630
H 2.42490 3.10485 0.78969
O -0.79654 -2.01423 1.00036
H -3.53585 -3.35184 -1.06398
H -1.02591 -2.04058 0.06455
O -2.74140 0.97318 0.29774
H 2.77742 2.18539 -2.64735
H -3.13665 0.19950 -0.09061
O -2.90311 1.88968 -3.63849
H 1.65256 0.68337 -1.15928
H -3.35638 2.13663 -4.45395
H 4.74971 -2.76057 1.58453
H -0.31564 -2.85331 1.04875